Entry 1:
Below is 19 unconnected molecules or ions with the total composition C57H133N19O19 in a non-equilibrium geometry, with properties calculated with wB97M-V/def2-TZVPD.

Each line ends with the Löwdin charge.
Element x y z (Å)
1 C -7.021 -2.112 -1.290  -0.3462
2 O -7.588 -3.155 -1.560  0.0084
3 N -7.435 -1.029 -0.546  -0.1993
4 C -8.790 -0.978 -0.120  -0.0657
5 C -6.568 0.116 -0.273  -0.0442
6 H -6.003 -1.793 -1.682  0.1419
7 H -8.981 -0.327 0.716  0.0854
8 H -9.162 -1.977 0.068  0.0745
9 H -9.360 -0.588 -0.979  0.1022
10 H -6.233 0.113 0.788  0.0940
11 H -5.668 0.040 -0.826  0.0627
12 H -7.059 1.062 -0.468  0.0855
13 C 1.640 0.003 5.597  -0.2901
14 O 1.430 1.182 5.406  -0.0226
15 N 2.888 -0.549 5.606  -0.1913
16 C 3.037 -1.926 6.020  -0.0462
17 C 4.033 0.223 5.248  -0.0279
18 H 0.851 -0.691 5.853  0.1203
19 H 3.749 -2.544 5.449  0.0973
20 H 2.051 -2.380 5.940  0.0703
21 H 3.314 -1.915 7.073  0.0896
22 H 3.652 1.092 4.746  0.0630
23 H 4.558 0.461 6.158  0.0990
24 H 4.612 -0.338 4.537  0.0795
25 C -1.829 -2.643 6.491  -0.2546
26 O -0.658 -3.058 6.310  -0.0431
27 N -2.944 -3.378 6.138  -0.1938
28 C -4.207 -2.800 6.212  -0.0906
29 C -2.933 -4.679 5.542  -0.0372
30 H -2.116 -1.636 6.760  0.1218
31 H -4.160 -1.804 6.521  0.0353
32 H -4.847 -3.415 6.865  0.1023
33 H -4.699 -2.864 5.149  0.1321
34 H -3.466 -4.742 4.666  0.0206
35 H -1.902 -4.917 5.318  0.0863
36 H -3.458 -5.418 6.165  0.1093
37 C -2.102 -4.472 1.512  -0.3146
38 O -2.546 -5.479 0.971  0.0032
39 N -0.812 -4.270 1.821  -0.1856
40 C -0.419 -3.278 2.745  -0.0819
41 C 0.141 -5.407 1.813  -0.0038
42 H -2.757 -3.633 1.837  0.1430
43 H 0.439 -2.648 2.410  0.0981
44 H -0.327 -3.802 3.697  0.0778
45 H -1.176 -2.473 2.854  0.0704
46 H 0.073 -5.839 2.840  0.1076
47 H -0.240 -6.133 1.096  0.0811
48 H 1.137 -5.111 1.571  0.0594
49 C 3.621 -3.874 0.929  -0.3555
50 O 4.609 -4.542 1.113  0.0150
51 N 2.895 -3.874 -0.229  -0.1791
52 C 2.026 -2.759 -0.497  -0.0724
53 C 3.185 -4.903 -1.208  -0.0317
54 H 3.268 -3.012 1.538  0.1306
55 H 2.238 -1.895 0.168  0.0862
56 H 0.942 -3.035 -0.375  0.0891
57 H 2.072 -2.545 -1.529  0.0402
58 H 4.073 -5.425 -0.907  0.0757
59 H 2.429 -5.696 -1.294  0.0932
60 H 3.336 -4.495 -2.180  0.0635
61 C 3.575 3.473 -2.536  -0.3443
62 O 2.823 4.284 -2.005  -0.0277
63 N 4.776 3.774 -3.032  -0.1529
64 C 4.955 5.156 -3.423  -0.0659
65 C 5.738 2.845 -3.692  -0.0119
66 H 3.321 2.322 -2.612  0.1569
67 H 4.911 5.287 -4.534  0.0928
68 H 5.989 5.554 -3.118  0.1079
69 H 4.297 5.871 -2.940  0.0727
70 H 5.520 1.793 -3.416  0.0989
71 H 5.715 2.946 -4.760  0.0635
72 H 6.717 3.100 -3.417  0.0641
73 C 4.646 0.736 0.130  -0.3117
74 O 4.160 -0.014 -0.720  -0.0383
75 N 5.843 0.630 0.731  -0.1822
76 C 6.098 1.381 1.946  -0.0501
77 C 6.862 -0.308 0.379  -0.0371
78 H 3.980 1.469 0.640  0.1427
79 H 5.761 0.787 2.775  0.0712
80 H 5.559 2.296 1.973  0.0449
81 H 7.167 1.589 2.095  0.0939
82 H 6.575 -0.793 -0.513  0.0657
83 H 7.802 0.283 0.193  0.1041
84 H 6.929 -1.031 1.222  0.1092
85 C -5.701 3.502 1.072  -0.3542
86 O -6.456 2.964 1.838  0.0136
87 N -4.313 3.487 1.018  -0.1662
88 C -3.734 3.880 -0.300  -0.0438
89 C -3.611 2.473 1.738  -0.0647
90 H -6.116 4.311 0.425  0.1356
91 H -2.640 4.080 -0.223  0.0853
92 H -4.133 4.820 -0.588  0.0690
93 H -3.843 3.069 -1.046  0.0945
94 H -4.234 1.964 2.467  0.0701
95 H -3.094 1.785 1.102  0.0753
96 H -2.776 2.972 2.230  0.0874
97 C -1.181 5.366 -2.482  -0.3315
98 O -2.105 4.684 -2.860  -0.0037
99 N -0.171 5.834 -3.242  -0.1787
100 C 0.959 6.435 -2.615  -0.0658
101 C -0.239 5.791 -4.644  -0.0475
102 H -1.080 5.708 -1.421  0.1396
103 H 1.053 7.501 -2.838  0.0873
104 H 1.868 5.946 -2.979  0.0607
105 H 0.889 6.346 -1.495  0.1062
106 H 0.662 5.351 -5.089  0.0725
107 H -1.081 5.194 -4.942  0.0655
108 H -0.298 6.751 -5.082  0.0831
109 C -6.336 -5.576 3.485  -0.3267
110 O -5.124 -5.645 3.581  -0.0171
111 N -6.941 -4.719 2.627  -0.1846
112 C -8.358 -4.833 2.212  -0.0491
113 C -6.211 -3.808 1.761  -0.0457
114 H -7.056 -6.186 4.115  0.1488
115 H -8.791 -3.839 2.029  0.0799
116 H -8.965 -5.357 3.005  0.0933
117 H -8.372 -5.473 1.289  0.1046
118 H -5.155 -4.042 1.738  0.0620
119 H -6.539 -3.996 0.707  0.0906
120 H -6.247 -2.766 2.058  0.0880
121 C 2.455 3.185 3.557  -0.3242
122 O 3.585 3.202 3.058  -0.0294
123 N 1.713 4.308 3.800  -0.1600
124 C 0.431 4.094 4.384  -0.0862
125 C 2.219 5.609 3.266  -0.0208
126 H 1.918 2.277 3.757  0.0896
127 H -0.398 4.042 3.653  0.0819
128 H 0.255 4.821 5.129  0.0724
129 H 0.537 3.130 4.909  0.0594
130 H 2.393 5.619 2.218  0.0625
131 H 1.453 6.347 3.513  0.0798
132 H 3.162 5.937 3.777  0.0945
133 C 8.074 3.761 0.641  -0.3251
134 O 7.897 3.072 -0.377  -0.0158
135 N 7.233 4.674 1.252  -0.1902
136 C 5.915 4.871 0.606  -0.0213
137 C 7.468 5.072 2.591  -0.0965
138 H 8.983 3.718 1.270  0.1289
139 H 5.145 5.118 1.313  0.0726
140 H 5.602 3.962 0.070  0.0741
141 H 6.057 5.604 -0.213  0.0939
142 H 8.480 4.952 2.972  0.0775
143 H 7.211 6.116 2.804  0.0909
144 H 6.919 4.366 3.319  0.1139
145 C -0.447 -3.061 -3.675  -0.3504
146 O 0.170 -2.140 -3.183  -0.0244
147 N -1.560 -3.583 -3.130  -0.1682
148 C -2.417 -4.523 -3.809  -0.0603
149 C -2.193 -2.983 -1.937  -0.0055
150 H -0.083 -3.635 -4.587  0.1544
151 H -1.745 -5.270 -4.280  0.0924
152 H -3.060 -4.081 -4.579  0.0965
153 H -2.923 -5.105 -3.061  0.0438
154 H -2.138 -1.877 -2.082  0.0757
155 H -3.203 -3.336 -1.782  0.0824
156 H -1.659 -3.307 -1.044  0.0718
157 C -4.266 -6.757 -0.576  -0.3750
158 O -4.056 -6.244 -1.656  -0.0052
159 N -3.706 -7.899 -0.089  -0.1737
160 C -3.927 -8.143 1.339  -0.0604
161 C -2.674 -8.537 -0.925  -0.0342
162 H -5.113 -6.348 0.029  0.1334
163 H -4.190 -9.180 1.548  0.0837
164 H -4.750 -7.541 1.664  0.0545
165 H -3.117 -7.913 1.988  0.0685
166 H -2.461 -9.544 -0.478  0.0969
167 H -2.933 -8.529 -2.030  0.1068
168 H -1.790 -7.947 -0.824  0.0617
169 C -2.217 0.258 3.906  -0.3636
170 O -2.464 -0.553 3.041  -0.0119
171 N -3.037 0.774 4.854  -0.1815
172 C -4.407 0.300 4.847  -0.0442
173 C -2.589 1.913 5.685  -0.0234
174 H -1.150 0.592 4.130  0.1463
175 H -4.409 -0.500 4.080  0.0885
176 H -5.066 1.097 4.447  0.0985
177 H -4.604 -0.029 5.839  0.0596
178 H -3.061 2.861 5.408  0.0894
179 H -2.832 1.707 6.710  0.0744
180 H -1.486 2.058 5.588  0.0815
181 C 3.079 3.203 -6.208  -0.3014
182 O 2.146 3.630 -5.534  -0.0351
183 N 3.611 3.965 -7.208  -0.1681
184 C 4.721 3.612 -8.040  -0.0701
185 C 2.895 5.246 -7.535  -0.0336
186 H 3.530 2.185 -6.054  0.1239
187 H 4.486 3.837 -9.072  0.0814
188 H 4.925 2.513 -7.995  0.0983
189 H 5.638 4.064 -7.781  0.0658
190 H 1.921 5.198 -7.099  0.0403
191 H 3.309 6.231 -7.150  0.1048
192 H 2.648 5.271 -8.650  0.1071
193 C 4.523 -0.622 -5.910  -0.3529
194 O 4.248 0.037 -6.875  -0.0108
195 N 3.746 -0.838 -4.782  -0.1548
196 C 4.081 -1.637 -3.569  -0.0223
197 C 2.342 -0.353 -4.846  -0.0417
198 H 5.514 -1.113 -5.784  0.1335
199 H 5.108 -1.956 -3.645  0.0823
200 H 3.462 -2.530 -3.566  0.0705
201 H 3.878 -1.034 -2.718  0.0418
202 H 2.296 0.190 -5.823  0.0913
203 H 1.695 -1.177 -4.786  0.0387
204 H 2.103 0.301 -4.010  0.0855
205 C -2.462 1.389 -3.555  -0.3344
206 O -2.872 0.447 -2.863  -0.0452
207 N -1.693 1.266 -4.623  -0.1800
208 C -1.300 -0.015 -5.075  -0.0345
209 C -1.385 2.456 -5.389  -0.0313
210 H -2.753 2.454 -3.377  0.1223
211 H -0.244 -0.160 -4.833  0.0659
212 H -1.437 -0.093 -6.143  0.0947
213 H -1.866 -0.810 -4.578  0.0870
214 H -1.734 2.363 -6.399  0.0824
215 H -1.795 3.408 -4.940  0.0775
216 H -0.303 2.525 -5.420  0.0767
217 C -0.259 1.674 0.970  -0.3737
218 O 0.069 2.671 1.609  -0.0107
219 N -0.066 1.428 -0.303  -0.1162
220 C -0.293 0.123 -0.869  -0.0446
221 C 0.856 2.407 -1.028  0.0121
222 H -0.814 0.885 1.443  0.1058
223 H -0.768 0.115 -1.872  0.0685
224 H -0.847 -0.532 -0.206  0.0898
225 H 0.683 -0.347 -1.026  0.0751
226 H 0.683 2.429 -2.077  0.0702
227 H 0.615 3.398 -0.764  0.0637
228 H 1.860 2.010 -0.998  0.0652

Calculated values
Gap between HOMO and LUMO   0.339 Ha


Entry 2:
Below is 10 unconnected molecules or ions with the total composition C57H135F6N8O5P in a non-equilibrium geometry, with properties calculated with wB97M-V/def2-TZVPD.

Each line ends with the Löwdin charge.
Element x y z (Å)
1 P 0.905 0.543 0.324  0.1624
2 F 0.666 -1.019 0.755  -0.1802
3 F 0.084 0.492 -1.110  -0.1739
4 F -0.413 0.868 1.073  -0.1372
5 F 1.031 2.117 0.103  -0.1486
6 F 1.721 0.554 1.772  -0.1954
7 F 2.300 0.192 -0.373  -0.1290
8 C -6.706 -6.497 -0.894  -0.0773
9 C -5.399 -5.697 -0.801  -0.2215
10 C -4.443 -6.187 0.352  -0.0681
11 N -3.116 -5.379 0.380  -0.2203
12 C -2.203 -5.606 -0.875  0.0592
13 C -2.287 -5.720 1.679  -0.0733
14 C -1.376 -4.533 1.939  -0.1421
15 C -1.994 -3.309 1.153  -0.1316
16 C -3.326 -3.878 0.584  -0.1019
17 H -7.440 -6.101 -0.192  0.0903
18 H -6.639 -7.582 -0.817  0.0916
19 H -7.133 -6.416 -1.894  0.0881
20 H -5.737 -4.667 -0.684  0.0996
21 H -4.903 -5.721 -1.771  0.0970
22 H -4.234 -7.254 0.273  0.1455
23 H -4.911 -6.034 1.324  0.1360
24 H -2.125 -6.689 -0.966  0.1165
25 H -1.240 -5.172 -0.604  0.0852
26 H -2.652 -5.222 -1.791  0.0940
27 H -1.785 -6.687 1.641  0.1463
28 H -3.004 -5.976 2.460  0.1391
29 H -0.347 -4.717 1.632  0.0986
30 H -1.273 -4.427 3.019  0.1100
31 H -1.235 -3.035 0.421  0.0843
32 H -2.153 -2.492 1.858  0.0770
33 H -3.717 -3.409 -0.319  0.1148
34 H -4.080 -3.819 1.369  0.1450
35 C 5.944 0.409 2.326  -0.0592
36 C 4.654 -0.393 2.305  -0.2378
37 C 4.877 -1.893 2.433  -0.1156
38 N 3.762 -2.792 2.918  -0.2535
39 C 2.746 -2.759 1.795  0.0229
40 C 3.221 -2.636 4.308  -0.1068
41 C 4.333 -3.096 5.225  -0.1418
42 C 5.025 -4.214 4.458  -0.1214
43 C 4.417 -4.196 3.048  -0.0666
44 H 6.398 0.306 3.312  0.0911
45 H 5.611 1.446 2.284  0.0497
46 H 6.738 0.171 1.619  0.1042
47 H 4.220 -0.085 1.354  0.0921
48 H 3.958 -0.139 3.105  0.0969
49 H 5.703 -1.992 3.136  0.1420
50 H 5.183 -2.322 1.479  0.1437
51 H 2.416 -1.721 1.842  0.0654
52 H 1.926 -3.443 2.016  0.0948
53 H 3.245 -3.080 0.881  0.1068
54 H 2.376 -3.297 4.503  0.1409
55 H 2.969 -1.580 4.399  0.1072
56 H 3.925 -3.299 6.215  0.1339
57 H 5.122 -2.413 5.539  0.1277
58 H 4.774 -5.177 4.904  0.1333
59 H 6.113 -4.194 4.516  0.1354
60 H 3.520 -4.812 2.981  0.1274
61 H 5.085 -4.533 2.256  0.1485
62 C 2.801 -7.897 -4.277  -0.0659
63 C 2.170 -6.540 -4.843  -0.1958
64 C 2.986 -5.340 -4.364  -0.0795
65 N 2.241 -3.953 -4.261  -0.2236
66 C 1.854 -3.546 -5.716  0.0442
67 C 3.055 -2.743 -3.691  -0.0734
68 C 2.426 -2.348 -2.398  -0.1563
69 C 0.976 -2.748 -2.556  -0.1613
70 C 0.973 -3.968 -3.452  -0.1347
71 H 2.276 -8.735 -4.735  0.0892
72 H 2.851 -8.095 -3.206  0.0757
73 H 3.857 -8.001 -4.527  0.0839
74 H 1.154 -6.655 -4.465  0.1038
75 H 2.137 -6.624 -5.929  0.1178
76 H 3.854 -5.024 -4.943  0.1453
77 H 3.144 -5.548 -3.306  0.1289
78 H 1.203 -4.298 -6.161  0.1059
79 H 2.772 -3.634 -6.297  0.1203
80 H 1.364 -2.578 -5.606  0.1022
81 H 3.189 -1.952 -4.429  0.1356
82 H 4.026 -3.190 -3.476  0.1377
83 H 2.657 -1.308 -2.166  0.1065
84 H 2.790 -2.964 -1.576  0.1128
85 H 0.488 -2.019 -3.202  0.0994
86 H 0.405 -2.755 -1.628  0.1031
87 H 0.102 -4.193 -4.068  0.1341
88 H 0.956 -4.881 -2.857  0.1231
89 C 4.768 3.896 0.589  -0.0467
90 C 4.350 3.892 2.129  -0.2404
91 C 3.340 4.912 2.519  -0.1025
92 N 2.847 4.634 3.980  -0.2184
93 C 2.046 3.313 3.982  0.0078
94 C 1.915 5.735 4.528  -0.0760
95 C 2.159 5.812 6.048  -0.0905
96 C 3.308 4.728 6.337  -0.1015
97 C 4.025 4.601 5.000  -0.0813
98 H 5.808 3.638 0.391  0.0887
99 H 4.568 4.877 0.160  0.0708
100 H 4.111 3.161 0.124  0.0461
101 H 5.275 4.026 2.690  0.1161
102 H 4.111 2.847 2.325  0.0710
103 H 2.421 4.867 1.934  0.1237
104 H 3.840 5.874 2.413  0.1510
105 H 2.594 2.393 3.778  0.0902
106 H 1.309 3.483 3.196  0.0879
107 H 1.468 3.163 4.893  0.0768
108 H 0.910 5.360 4.334  0.1120
109 H 2.309 6.641 4.069  0.1407
110 H 1.255 5.720 6.650  0.1193
111 H 2.603 6.780 6.279  0.1245
112 H 2.830 3.752 6.429  0.0924
113 H 3.908 4.888 7.232  0.1391
114 H 4.528 3.666 4.751  0.1238
115 H 4.770 5.391 4.910  0.1528
116 C -2.353 -1.341 -2.233  -0.1006
117 C -3.419 -0.825 -3.148  -0.2318
118 C -2.894 -0.338 -4.547  -0.0849
119 N -3.980 0.100 -5.588  -0.2320
120 C -4.384 -1.161 -6.343  0.0575
121 C -3.395 1.102 -6.633  -0.0866
122 C -4.592 1.835 -7.161  -0.1296
123 C -5.802 1.455 -6.295  -0.1301
124 C -5.199 0.890 -5.048  -0.0999
125 H -1.499 -0.722 -2.506  0.0559
126 H -2.176 -2.410 -2.343  0.0752
127 H -2.640 -1.136 -1.201  0.0542
128 H -3.862 0.018 -2.618  0.0961
129 H -4.289 -1.478 -3.215  0.1148
130 H -2.260 -1.091 -5.014  0.1238
131 H -2.185 0.461 -4.327  0.1121
132 H -3.420 -1.418 -6.782  0.1069
133 H -5.154 -0.961 -7.088  0.1217
134 H -4.706 -1.882 -5.591  0.1110
135 H -2.683 0.639 -7.315  0.1434
136 H -2.819 1.776 -5.999  0.1153
137 H -4.749 1.665 -8.226  0.1388
138 H -4.455 2.914 -7.100  0.1307
139 H -6.410 0.632 -6.672  0.1235
140 H -6.399 2.343 -6.088  0.1422
141 H -5.787 0.237 -4.403  0.1382
142 H -4.831 1.675 -4.387  0.1306
143 C 1.362 2.988 -5.079  0.0613
144 N 1.835 3.379 -3.653  -0.3317
145 C 0.628 3.814 -2.875  -0.0089
146 C 2.445 2.184 -3.068  -0.0418
147 C 2.987 4.426 -3.674  -0.0343
148 C 2.429 5.884 -3.712  -0.2021
149 O 1.654 6.178 -4.907  -0.0503
150 H 2.266 2.851 -5.673  0.1200
151 H 0.708 3.780 -5.444  0.1070
152 H 0.849 2.035 -4.949  0.0944
153 H 0.933 4.296 -1.946  0.1003
154 H -0.036 2.976 -2.664  0.0957
155 H 0.164 4.562 -3.517  0.1039
156 H 3.204 1.779 -3.736  0.1235
157 H 1.717 1.383 -2.937  0.0846
158 H 2.830 2.440 -2.081  0.0946
159 H 3.750 4.232 -4.429  0.1564
160 H 3.425 4.420 -2.676  0.1222
161 H 3.308 6.521 -3.615  0.1375
162 H 1.850 6.296 -2.886  0.1168
163 H 1.972 7.027 -5.222  0.1090
164 C 0.574 -0.132 6.032  0.0704
165 N -0.710 -0.363 5.115  -0.2722
166 C -0.488 -1.699 4.319  0.0326
167 C -1.935 -0.405 6.047  0.0454
168 C -0.811 0.776 4.062  -0.0705
169 C -1.482 2.116 4.552  -0.1832
170 O -0.722 2.747 5.598  -0.0703
171 H 0.558 -0.897 6.808  0.1136
172 H 0.363 0.817 6.524  0.0968
173 H 1.438 -0.191 5.370  0.0801
174 H 0.336 -1.530 3.627  0.0806
175 H -1.368 -1.796 3.682  0.0718
176 H -0.398 -2.577 4.959  0.1159
177 H -2.812 -0.672 5.458  0.0948
178 H -2.024 0.587 6.491  0.1068
179 H -1.870 -1.163 6.828  0.1220
180 H -1.437 0.445 3.234  0.0996
181 H 0.185 0.832 3.623  0.0993
182 H -2.540 2.009 4.793  0.1244
183 H -1.467 2.866 3.761  0.0903
184 H -1.097 3.631 5.620  0.1033
185 C -2.175 5.576 -0.860  0.0232
186 N -2.693 4.683 0.320  -0.2635
187 C -2.573 3.221 -0.238  0.0102
188 C -1.698 4.814 1.527  0.0445
189 C -4.180 4.886 0.711  -0.0457
190 C -4.558 6.352 1.185  -0.1658
191 O -4.211 7.348 0.190  -0.0621
192 H -1.180 5.199 -1.097  0.0675
193 H -1.977 6.636 -0.700  0.1097
194 H -2.807 5.528 -1.747  0.1166
195 H -3.286 3.146 -1.059  0.1043
196 H -2.844 2.511 0.543  0.0687
197 H -1.587 2.927 -0.598  0.0770
198 H -2.135 4.259 2.356  0.0742
199 H -1.714 5.840 1.895  0.1153
200 H -0.742 4.369 1.252  0.0934
201 H -4.270 4.165 1.524  0.1157
202 H -4.822 4.594 -0.120  0.1383
203 H -4.128 6.621 2.149  0.1169
204 H -5.622 6.479 1.385  0.1391
205 H -4.812 8.090 0.294  0.1118
206 C -3.733 -0.040 1.043  0.0334
207 C -4.290 0.286 2.435  -0.6682
208 O -4.584 1.428 2.577  0.3388
209 O -4.186 -0.588 3.313  0.0802
210 H -4.188 0.370 0.142  0.0909
211 H -3.721 -1.129 0.988  0.0711
212 H -2.696 0.293 0.993  0.0612

Calculated values
Charge   +7
Gap between HOMO and LUMO (alpha / beta)   0.365 / 0.222 Ha
Spin multiplicity   2


| no. | total energy (eV) |
| --- | --- |
| 1 | -128478.4995 |
| 2 | -108974.2367 |